1.
{
  "formula": "C24H44CdIN6OPS",
  "method": "the ωB97M-V functional and the def2-TZVPD basis",
  "elements": ["Cd", "C", "C", "N", "C", "S", "N", "N", "C", "C", "C", "C", "C", "C", "C", "N", "H", "H", "H", "H", "H", "H", "H", "H", "H", "H", "H", "H", "H", "N", "C", "O", "C", "I", "H", "H", "H", "H", "C", "C", "C", "C", "P", "N", "C", "C", "C", "C", "C", "C", "C", "C", "H", "H", "H", "H", "H", "H", "H", "H", "H", "H", "H", "H", "H", "H", "H", "H", "H", "H", "H", "H", "H", "H", "H", "H", "H", "H", "H"],
  "coordinates": [[1.410, -0.765, 1.237], [7.416, 0.035, -0.488], [6.289, 1.002, -0.151], [5.012, 0.599, -0.711], [4.166, -0.256, -0.105], [2.675, -0.585, -0.972], [4.574, -0.792, 1.027], [3.610, -1.524, 1.633], [3.923, -2.401, 2.506], [5.325, -2.704, 2.934], [2.783, -3.166, 3.070], [2.979, -4.061, 4.120], [1.913, -4.815, 4.575], [0.681, -4.670, 3.962], [0.564, -3.741, 2.939], [1.577, -2.999, 2.506], [8.347, 0.358, -0.021], [7.576, -0.022, -1.566], [7.172, -0.961, -0.122], [6.510, 2.002, -0.530], [6.165, 1.073, 0.929], [4.731, 0.939, -1.614], [6.017, -2.205, 2.262], [5.517, -3.777, 2.924], [5.507, -2.338, 3.947], [3.955, -4.159, 4.570], [2.046, -5.513, 5.391], [-0.174, -5.256, 4.267], [-0.381, -3.575, 2.443], [-2.481, -0.794, 3.195], [-1.646, -0.522, 2.174], [-0.784, -1.343, 1.854], [-1.845, 0.825, 1.509], [1.670, 1.429, 2.864], [-2.292, -1.591, 3.778], [-3.152, -0.114, 3.505], [-2.896, 1.090, 1.663], [-1.257, 1.509, 2.141], [-4.018, 3.095, -2.305], [-3.062, 2.862, -1.128], [-3.835, 3.096, 0.184], [-1.993, 3.966, -1.139], [-2.197, 1.181, -1.145], [-1.374, 0.871, 0.160], [-3.489, -0.161, -1.532], [-4.683, -0.010, -0.574], [-4.039, -0.188, -2.961], [-2.863, -1.536, -1.225], [-0.912, 1.190, -2.501], [0.335, 1.945, -2.013], [-1.368, 1.797, -3.833], [-0.467, -0.258, -2.758], [-4.285, 4.155, -2.326], [-4.944, 2.533, -2.200], [-3.578, 2.850, -3.271], [-4.384, 4.036, 0.076], [-3.150, 3.219, 1.022], [-4.559, 2.325, 0.431], [-2.484, 4.914, -0.906], [-1.508, 4.081, -2.105], [-1.233, 3.786, -0.379], [-5.265, 0.889, -0.757], [-4.374, -0.026, 0.472], [-5.348, -0.864, -0.724], [-4.600, 0.711, -3.214], [-4.725, -1.036, -3.048], [-3.261, -0.331, -3.707], [-2.212, -1.508, -0.354], [-2.285, -1.921, -2.061], [-3.670, -2.248, -1.033], [0.160, 3.004, -1.845], [1.099, 1.851, -2.788], [0.728, 1.515, -1.097], [-1.546, 2.869, -3.768], [-2.261, 1.324, -4.241], [-0.562, 1.647, -4.555], [-0.227, -0.773, -1.830], [0.441, -0.228, -3.362], [-1.209, -0.835, -3.307]],
  "mulliken_charge": [0.971, -1.028, -0.438, -0.148, 0.483, -0.640, -0.703, 0.344, 0.453, -1.398, 0.437, -0.668, -0.402, -0.800, -0.212, -0.161, 0.319, 0.301, 0.267, 0.407, 0.274, 0.195, 0.226, 0.376, 0.333, 0.338, 0.417, 0.382, 0.531, -0.344, 0.395, -0.237, -0.979, -0.614, 0.302, 0.202, 0.076, 0.411, -2.017, 2.479, -1.886, -2.207, 0.275, 0.329, 2.379, -1.960, -1.859, -1.771, 2.084, -1.779, -1.957, -1.965, 0.541, 0.323, 0.303, 0.570, 0.359, 0.316, 0.581, 0.309, 0.467, 0.323, 0.283, 0.607, 0.264, 0.535, 0.273, 0.192, 0.291, 0.515, 0.299, 0.511, 0.215, 0.259, 0.319, 0.549, 0.200, 0.606, 0.177],
  "e_above_lowest_kj_mol": 0.0,
  "e_homo_ev": -7.45,
  "orbital_gap_ev": 7.758,
  "e_tot_ev": -69382.2065
}

2.
{
  "formula": "C4H15NO3",
  "method": "the ωB97M-V functional and the def2-TZVPD basis",
  "elements": ["C", "N", "C", "C", "C", "O", "H", "H", "H", "H", "H", "H", "H", "H", "H", "H", "H", "O", "H", "H", "O", "H", "H"],
  "coordinates": [[1.504, -0.798, 1.118], [0.577, 0.156, 0.522], [-0.801, -0.301, 0.356], [-1.599, 0.771, -0.347], [-1.472, -0.737, 1.685], [-2.205, -1.948, 1.574], [1.350, -1.789, 0.697], [1.402, -0.926, 2.210], [2.495, -0.372, 0.976], [0.638, 1.061, 0.964], [-0.755, -1.196, -0.245], [-1.597, 1.729, 0.146], [-2.618, 0.439, -0.459], [-1.222, 0.926, -1.353], [-0.771, -0.786, 2.519], [-2.246, -0.002, 1.930], [-1.800, -2.618, 1.016], [1.563, 3.114, -2.281], [0.787, 2.571, -2.090], [2.196, 2.815, -1.619], [1.527, -0.349, -2.651], [0.902, -0.672, -1.982], [2.147, -1.089, -2.687]],
  "mulliken_charge": [-0.993, -0.217, 0.233, -1.659, -0.357, -0.510, 0.331, 0.328, 0.312, 0.257, 0.328, 0.408, 0.447, 0.303, 0.221, 0.278, 0.307, -0.638, 0.320, 0.312, -0.604, 0.297, 0.295],
  "e_above_lowest_kj_mol": 110.0,
  "e_homo_ev": -9.10,
  "smiles": "CN[C@H](C)CO.O.O",
  "orbital_gap_ev": 9.652,
  "e_tot_ev": -12023.0780
}